# C18H48Mn2N2O16S4

A molecular structure, C18H48Mn2N2O16S4 (ωB97M-V/def2-TZVPD, OMol25).

Last column: Mulliken spin population.
CARTESIAN COORDINATES (ANGSTROEM)
1 Mn 23.446 19.785 -3.471  4.8809
2 Mn 21.483 18.033 -5.911  4.9645
3 S 18.498 16.292 -6.789  0.0005
4 S 25.463 17.363 -1.967  0.0118
5 S 23.954 12.919 -3.898  0.0003
6 S 22.628 21.708 -0.522  0.0026
7 O 20.963 16.842 -1.746  0.0139
8 O 22.322 12.728 -3.516  0.0000
9 O 24.702 12.606 -2.741  0.0000
10 O 16.961 16.500 -6.153  -0.0020
11 O 18.699 14.879 -7.156  0.0003
12 O 26.528 16.763 -2.768  0.0029
13 O 23.141 20.882 -1.633  0.0142
14 O 21.837 18.472 -2.706  0.0358
15 O 24.205 14.133 -4.635  -0.0002
16 O 22.975 23.301 -0.911  -0.0013
17 O 26.014 17.831 -0.435  -0.0001
18 O 22.989 21.475 0.880  0.0018
19 O 24.595 18.469 -2.428  0.0120
20 O 21.173 16.900 -3.922  -0.0015
21 O 23.171 18.729 -5.213  0.0482
22 O 19.402 17.097 -5.961  -0.0094
23 N 18.470 13.838 1.089  0.0000
24 N 21.330 17.398 -2.769  -0.0079
25 C 14.590 16.073 -5.988  0.0000
26 C 23.626 25.384 -0.090  0.0000
27 C 21.405 13.371 -4.356  0.0009
28 C 27.521 17.920 1.374  0.0001
29 C 17.386 14.458 0.260  0.0000
30 C 24.231 16.120 -1.394  0.0023
31 C 20.752 21.700 -0.613  0.0022
32 C 19.694 14.657 0.898  -0.0001
33 C 23.991 11.546 -5.037  0.0000
34 C 22.488 24.342 -0.055  0.0005
35 C 20.893 13.862 1.314  0.0000
36 C 16.930 12.801 2.730  0.0000
37 C 18.195 17.225 -8.406  0.0007
38 C 18.105 13.746 2.521  0.0000
39 C 15.863 15.708 -6.689  0.0000
40 C 17.483 14.135 -1.239  0.0001
41 C 20.116 13.667 -3.623  -0.0006
42 C 27.090 17.138 0.174  0.0010
43 H 24.714 15.531 -0.615  0.0002
44 H 18.910 13.438 3.187  0.0000
45 H 17.378 15.527 0.469  0.0000
46 H 26.656 16.203 0.530  -0.0001
47 H 23.701 25.705 -1.129  0.0000
48 H 13.747 15.388 -6.070  0.0001
49 H 15.792 15.906 -7.758  0.0000
50 H 19.839 14.917 -0.151  0.0001
51 H 23.927 18.225 -5.573  0.0188
52 H 21.483 24.670 -0.318  -0.0001
53 H 21.707 14.583 1.382  0.0000
54 H 20.374 22.262 0.241  0.0001
55 H 19.082 17.380 -9.022  0.0009
56 H 22.388 24.088 1.000  -0.0001
57 H 16.076 14.648 -6.551  0.0000
58 H 20.425 22.082 -1.580  -0.0002
59 H 18.424 14.540 -1.610  0.0001
60 H 14.196 17.053 -6.256  0.0000
61 H 23.517 26.165 0.662  0.0001
62 H 21.136 13.154 0.521  0.0000
63 H 23.994 15.347 -2.125  -0.0003
64 H 23.398 11.738 -5.932  0.0000
65 H 25.018 11.306 -5.308  0.0000
66 H 17.302 11.789 2.571  0.0000
67 H 20.725 13.285 2.223  0.0000
68 H 23.328 16.660 -1.109  0.0006
69 H 28.364 17.528 1.941  0.0001
70 H 27.640 18.968 1.098  0.0000
71 H 17.924 18.261 -8.202  -0.0002
72 H 20.303 14.271 -2.735  0.0011
73 H 19.593 15.610 1.416  -0.0001
74 H 26.626 17.861 1.993  0.0000
75 H 17.435 13.059 -1.409  0.0000
76 H 14.736 16.137 -4.909  0.0000
77 H 20.434 20.659 -0.568  -0.0004
78 H 24.598 24.911 0.050  0.0000
79 H 23.486 10.739 -4.505  0.0000
80 H 16.098 12.951 2.042  0.0000
81 H 19.378 14.208 -4.214  -0.0002
82 H 19.621 12.706 -3.478  -0.0004
83 H 21.791 14.337 -4.679  0.0050
84 H 21.198 12.734 -5.216  0.0001
85 H 16.530 12.926 3.736  0.0000
86 H 17.386 16.767 -8.975  0.0001
87 H 17.811 14.720 2.913  0.0000
88 H 16.345 14.212 0.475  0.0000
89 H 16.747 14.699 -1.812  0.0000
90 H 27.921 16.865 -0.477  -0.0001

The energy above the lowest of the compared OMol25 structures with the same formula, charge and spin comes out at 223.8 kJ/mol. The spin multiplicity is 11. Its HOMO-LUMO gap (spin up / spin down) is 4.104 / 3.373 eV. Its total energy is -161145.00753 eV. The value obtained for the HOMO energy (spin up / spin down) is -11.459 / -11.459 eV. Its lowest unoccupied orbital energy (spin up / spin down) is -0.2703 / -0.2971 Eh. The calculation puts the molecular weight at 786.724 g mol⁻¹. As for the expectation value of S²: 30.01. As for the net charge: +2.